No. 1
# C5H7NO2

An isolated molecule of C5H7NO2 (the ωB97M-V functional and the def2-TZVPD basis, the OMol25 dataset).

Output
- Molar mass: 113.12 u
- HOMO level (alpha / beta): -8.6 / -8.6 eV
- Frontier orbital gap (alpha / beta): 7.65 / 7.64 eV

Geometry as ORCA input:
```
! RIJCOSX wB97M-V def2-TZVPD def2/J DEFGRID3
* xyz 0 1
C 1.695 -0.916 -0.247
C -0.645 0.482 -0.858
C -1.453 0.031 0.133
C 1.015 0.423 -0.010
C -2.401 -0.454 0.877
O 0.370 0.316 1.395
N -0.807 1.122 -1.931
O 1.586 1.474 -0.305
H 0.514 1.182 1.804
H 0.104 1.457 -2.265
H 2.591 -0.947 0.375
H 2.026 -0.978 -1.283
H 1.051 -1.757 0.007
H -3.410 -0.506 0.473
H -2.236 -0.928 1.835
*
```

Löwdin population analysis, charges in e, atoms 1 to 6:
1 C -0.003
2 C -0.253
3 C 0.041
4 C -0.617
5 C 0.096
6 O -0.075


No. 2
# C7H12

A cluster of 2 separate species, C7H12 in total (the ωB97M-V functional and the def2-TZVPD basis, the OMol25 dataset).

Output
- Molar mass: 96.17 u
- HOMO level: -7.9 eV
- Frontier orbital gap: 7.09 eV

Geometry as ORCA input:
```
! RIJCOSX wB97M-V def2-TZVPD def2/J DEFGRID3
* xyz 0 1
C 0.812 -2.058 0.825
C -0.289 -1.403 -0.022
C -0.545 0.053 0.377
C -0.095 1.038 -0.506
C 0.743 1.005 -1.612
C 1.122 2.048 -2.341
C -1.570 0.369 1.423
H 0.390 -2.959 1.272
H 1.713 -2.242 0.244
H 1.065 -1.414 1.684
H -1.217 -2.005 -0.032
H 0.004 -1.260 -1.059
H -0.624 1.986 -0.219
H 1.647 0.304 -0.027
H 1.623 2.213 -3.280
H 0.753 2.953 -1.814
H -1.572 -0.450 2.143
H -1.394 1.308 1.955
H -2.567 0.515 0.988
*
```

Löwdin population analysis, charges in e, atoms 1 to 6:
1 C -0.120
2 C -0.242
3 C -0.289
4 C -0.217
5 C -0.186
6 C -0.036


No. 3
# C20H25MoN4O5S3

A structure of composition C20H25MoN4O5S3 (the ωB97M-V functional and the def2-TZVPD basis, the OMol25 dataset).

Output
- ⟨S²⟩: 2.07
- Molar mass: 593.58 u
- HOMO level (alpha / beta): -10.2 / -11.1 eV
- Frontier orbital gap (alpha / beta): 5.85 / 6.81 eV

Geometry as ORCA input:
```
! RIJCOSX wB97M-V def2-TZVPD def2/J DEFGRID3
* xyz 1 3
Mo -0.036 -0.064 -0.242
C 2.819 0.211 5.223
O 3.417 1.338 4.601
C 4.808 1.331 4.363
C 5.050 2.604 3.665
O 4.587 2.461 2.316
C 5.137 3.457 1.484
H 2.617 -0.640 4.514
H 1.870 0.639 5.609
H 3.429 -0.117 6.055
H 5.111 0.454 3.741
H 5.371 1.330 5.312
H 6.150 2.703 3.677
H 4.637 3.466 4.237
H 6.264 3.337 1.366
H 4.906 4.435 1.905
H 4.697 3.289 0.488
C -0.326 -1.802 -3.331
N -0.277 -0.707 -2.315
C -0.342 0.490 -2.891
C -0.135 1.674 -2.151
C -0.222 3.062 -2.547
C 0.489 3.779 -1.564
C 0.921 2.932 -0.574
N 0.552 1.605 -0.914
C -1.673 -2.446 -3.361
C -1.923 -3.528 -2.474
C -3.150 -4.146 -2.404
C -4.156 -3.735 -3.290
C -3.826 -2.884 -4.342
C -2.648 -2.169 -4.325
H 0.457 -2.536 -3.126
H -0.151 -1.387 -4.323
H -0.559 0.560 -4.000
H -0.795 3.378 -3.402
H 0.630 4.844 -1.552
H 1.466 3.101 0.336
H -1.197 -3.785 -1.716
H -3.285 -4.877 -1.606
H -5.197 -4.024 -3.110
H -4.528 -2.650 -5.116
H -2.494 -1.331 -5.004
O 2.026 -4.346 1.993
S 0.836 -4.607 1.241
O 0.717 -4.163 -0.152
O -0.251 -5.258 1.886
S 1.701 -0.907 0.816
S -1.262 -0.241 1.840
C -2.782 0.232 1.190
N -3.202 -0.337 0.000
C -4.347 0.179 -0.616
C -5.075 1.181 -0.034
C -4.692 1.486 1.262
N -3.618 0.997 1.864
H -2.674 -1.127 -0.365
H -4.608 -0.338 -1.522
H -5.886 1.662 -0.584
H -5.349 1.932 1.972
*
```

Löwdin population analysis, charges in e, atoms 1 to 6:
1 Mo 0.867
2 C -0.098
3 O -0.207
4 C -0.232
5 C -0.229
6 O -0.194


No. 4
# C7H16NOP

A cluster of 2 separate species, C7H16NOP in total (the ωB97M-V functional and the def2-TZVPD basis, the OMol25 dataset).

Output
- Molar mass: 161.19 u
- HOMO level: -8.4 eV
- Frontier orbital gap: 8.89 eV
- SMILES: C=NP(C)O.C=CCCC

Geometry as ORCA input:
```
! RIJCOSX wB97M-V def2-TZVPD def2/J DEFGRID3
* xyz 0 1
C -4.187 1.542 -0.345
C 2.694 0.066 -2.302
C -2.791 -1.875 -0.239
C 2.305 -0.558 -1.000
C 1.885 0.433 0.087
C 1.807 -0.301 1.494
C 2.560 0.045 2.510
N -3.527 0.736 0.361
O -2.047 -0.607 2.024
P -2.206 -0.232 0.409
H -4.944 2.214 0.204
H -4.214 1.597 -1.400
H 3.060 -0.704 -2.848
H 1.972 0.639 -2.781
H 3.475 0.642 -1.978
H -1.997 -2.607 -0.303
H -3.458 -2.207 0.449
H -3.120 -1.814 -1.232
H 3.097 -1.169 -0.627
H 1.399 -1.173 -1.202
H 2.501 1.302 0.168
H 0.823 0.770 -0.222
H -2.931 -0.437 2.556
H 0.958 -1.006 1.670
H 3.283 0.755 2.181
H 2.552 -0.460 3.376
*
```

Löwdin population analysis, charges in e, atoms 1 to 6:
1 C -0.109
2 C -0.100
3 C -0.238
4 C -0.289
5 C -0.206
6 C -0.170


No. 5
# C11H19IN3O3P2

The ion C11H19IN3O3P2 with charge +1 (the ωB97M-V functional and the def2-TZVPD basis, the OMol25 dataset).

Output
- Molar mass: 430.14 u
- HOMO level: -12.1 eV
- Frontier orbital gap: 7.38 eV

Geometry as ORCA input:
```
! RIJCOSX wB97M-V def2-TZVPD def2/J DEFGRID3
* xyz 1 1
C -0.407 2.193 -3.888
C -1.463 1.784 -2.863
N -1.126 0.473 -2.259
C -0.490 0.662 -0.957
C 0.388 -0.522 -0.530
C 0.749 -0.514 0.933
C 2.106 -0.331 1.248
C 2.532 -0.306 2.548
P 4.313 -0.105 3.150
O 4.341 1.512 3.232
O 5.065 -0.346 1.727
N 1.599 -0.449 3.515
C 0.283 -0.622 3.286
I -0.834 -0.751 5.027
C -0.187 -0.670 1.981
P -1.985 -0.968 1.634
N -2.712 -1.876 2.666
C -2.272 -0.400 -2.184
C -2.037 -1.852 -2.528
O -3.368 0.020 -1.906
H -0.092 1.309 -4.444
H 0.480 2.596 -3.394
H -0.798 2.938 -4.578
H -2.447 1.730 -3.324
H -1.537 2.550 -2.084
H 0.166 1.529 -1.061
H -1.234 0.928 -0.194
H -0.056 -1.482 -0.791
H 1.315 -0.457 -1.101
H 2.822 -0.191 0.448
H 3.622 1.973 2.787
H 4.752 -1.116 1.238
H 1.912 -0.436 4.483
H -1.864 -1.553 0.369
H -2.490 0.319 1.397
H -3.505 -1.410 3.093
H -2.991 -2.299 -2.799
H -1.343 -1.933 -3.363
H -1.640 -2.409 -1.678
*
```

Löwdin population analysis, charges in e, atoms 1 to 6:
1 C -0.073
2 C -0.224
3 N -0.091
4 C -0.176
5 C -0.122
6 C -0.152


No. 6
# C6H13N2

The ion C6H13N2 with charge +1 (the ωB97M-V functional and the def2-TZVPD basis, the OMol25 dataset).

Output
- ⟨S²⟩: 2.01
- Molar mass: 113.18 u
- HOMO level (alpha / beta): -9.5 / -14.0 eV
- Frontier orbital gap (alpha / beta): 6.50 / 5.98 eV

Geometry as ORCA input:
```
! RIJCOSX wB97M-V def2-TZVPD def2/J DEFGRID3
* xyz 1 3
C 2.868 -0.925 0.402
C 1.932 0.040 0.388
C 0.628 0.399 -0.312
C -1.700 1.591 -0.356
C -0.729 0.697 0.512
C -1.407 -0.476 1.054
N 0.081 -0.733 -1.301
N -1.339 -1.584 0.533
H 3.799 -0.709 0.941
H 2.912 -1.836 -0.112
H 2.147 0.962 0.977
H 0.787 1.441 -0.780
H -1.084 2.453 -0.580
H -2.640 1.714 0.120
H -1.793 1.181 -1.395
H -0.403 1.361 1.317
H -1.929 -0.348 1.980
H -0.387 -0.186 -2.002
H -0.645 -1.457 -0.740
H -1.880 -2.311 1.073
H 0.780 -1.276 -1.717
*
```

Löwdin population analysis, charges in e, atoms 1 to 6:
1 C 0.056
2 C -0.124
3 C -0.172
4 C -0.023
5 C -0.301
6 C -0.289


No. 7
# C7H7N2O4

The ion C7H7N2O4 with charge -1 (the ωB97M-V functional and the def2-TZVPD basis, the OMol25 dataset).

Output
- Molar mass: 183.14 u
- HOMO level: -4.3 eV
- Frontier orbital gap: 7.72 eV
- SMILES: C=C(O)[C@@]1(/N=C(/[O-])O)C[C@H]1N=C=O

Geometry as ORCA input:
```
! RIJCOSX wB97M-V def2-TZVPD def2/J DEFGRID3
* xyz -1 1
C 0.130 -0.695 -0.946
C -0.067 0.388 0.120
C -1.494 1.899 -1.019
C 1.209 0.290 -0.637
C 0.981 -0.675 2.239
C 0.094 0.072 1.604
C 0.429 -3.079 -0.175
N 0.418 -2.066 -0.772
N -0.972 1.396 0.052
O -2.462 2.620 -1.097
O -0.972 1.692 -2.365
O -0.775 0.677 2.414
O 0.493 -4.182 0.195
H -0.504 -0.756 -1.860
H 2.115 -0.074 -0.224
H 1.601 0.980 -1.362
H 1.834 -1.059 1.787
H 0.828 -0.777 3.367
H -1.488 2.203 -3.002
H -1.399 1.144 1.681
*
```

Löwdin population analysis, charges in e, atoms 1 to 6:
1 C -0.193
2 C -0.376
3 C -0.630
4 C -0.035
5 C 0.017
6 C -0.375


No. 8
# C5H7N

A structure of composition C5H7N (the ωB97M-V functional and the def2-TZVPD basis, the OMol25 dataset).

Output
- Molar mass: 81.12 u
- HOMO level: -9.6 eV
- Frontier orbital gap: 10.76 eV

Geometry as ORCA input:
```
! RIJCOSX wB97M-V def2-TZVPD def2/J DEFGRID3
* xyz 0 1
C -2.054 0.566 -0.532
C 0.476 -1.112 0.924
C 0.283 -0.321 -0.346
C 1.737 0.093 0.021
N 1.641 -0.710 1.271
C -0.787 0.715 -0.158
H -2.385 -0.304 -1.096
H -2.810 1.299 -0.267
H -0.187 -1.785 1.474
H 0.158 -0.891 -1.274
H 1.908 1.162 0.191
H 2.518 -0.298 -0.638
H -0.498 1.586 0.431
*
```

Löwdin population analysis, charges in e, atoms 1 to 6:
1 C 0.002
2 C -0.145
3 C -0.279
4 C -0.173
5 N 0.074
6 C -0.162


The largest force on an atom results, record by record, are as follows: 1.7, 4.0, 5.1, 3.7, 0.8, 8.3, 3.5, 0.4 eV Å⁻¹.